Entry 1:
A single CHO3PS molecule at a distorted geometry, computed with ωB97M-V/def2-TZVPD.

Its LUMO energy is -1.412 eV. The value obtained for the energy above the lowest of the compared OMol25 structures with the same formula, charge and spin is 2.913 eV. The calculation puts the orbital gap at 8.815 eV. For the molar mass, the calculation gives 124.057 g mol⁻¹. The value obtained for the HOMO energy is -10.227 eV. As for the structure (SMILES): O=PC=S(=O)=O.

Geometry as XYZ:
```
7
Properties=species:S:1:pos:R:3:mulliken_charge:R:1
O 2.815 0.401 -0.549 -0.451
P 1.531 -0.184 -0.906 0.295
C 0.322 0.209 0.386 -0.160
S -1.203 -0.300 0.007 0.906
O -2.268 0.072 0.881 -0.456
O -1.411 -1.197 -1.080 -0.444
H 0.214 1.000 1.261 0.310
```

***

Entry 2:
6 unconnected molecules or ions with the total composition C30H30N6 at a distorted geometry, computed with ωB97M-V/def2-TZVPD.

Its LUMO energy is 0.662 eV. The value obtained for the energy above the lowest of the compared OMol25 structures with the same formula, charge and spin is 1.625 eV. The calculation puts the orbital gap at 10.138 eV. For the molar mass, the calculation gives 474.612 g mol⁻¹. The value obtained for the HOMO energy is -9.476 eV. As for the structure (SMILES): c1ccncc1.c1ccncc1.c1ccncc1.c1ccncc1.c1ccncc1.c1ccncc1.

Geometry as XYZ:
```
66
Properties=species:S:1:pos:R:3:mulliken_charge:R:1
C -10.130 2.847 -22.034 -0.087
C -9.115 1.933 -22.305 -0.524
C -7.815 2.399 -22.192 -0.210
N -7.484 3.659 -21.941 -0.397
C -8.465 4.531 -21.750 -0.261
C -9.814 4.160 -21.691 -0.411
H -11.188 2.610 -22.065 0.394
H -9.468 1.001 -22.723 0.385
H -7.040 1.740 -22.577 0.389
H -8.269 5.581 -21.564 0.335
H -10.571 4.898 -21.467 0.391
C -9.079 1.419 -18.061 -0.534
C -9.684 0.373 -18.773 -0.326
C -8.946 -0.748 -19.077 -0.379
N -7.642 -0.859 -18.767 -0.569
C -7.056 0.166 -18.197 0.106
C -7.742 1.320 -17.758 -0.325
H -9.693 2.256 -17.753 0.407
H -10.737 0.399 -19.019 0.398
H -9.323 -1.474 -19.790 0.400
H -6.045 -0.017 -17.846 0.276
H -7.195 2.098 -17.243 0.559
C 0.005 7.646 -15.242 -0.405
C -1.116 6.841 -15.489 -0.040
C -1.566 6.057 -14.443 -0.368
N -1.179 6.227 -13.173 -0.559
C -0.125 7.016 -12.983 -0.196
C 0.548 7.710 -13.968 -0.383
H 0.356 8.252 -16.069 0.360
H -1.540 6.878 -16.482 0.431
H -2.398 5.369 -14.563 0.474
H 0.151 7.198 -11.947 0.344
H 1.342 8.398 -13.715 0.367
C -4.642 4.336 -20.076 0.057
C -3.549 5.061 -20.441 -0.794
C -2.833 5.750 -19.469 -0.135
N -3.228 5.666 -18.200 -0.290
C -4.227 4.858 -17.843 -0.436
C -5.049 4.196 -18.751 -0.402
H -5.228 3.813 -20.829 0.393
H -3.280 5.143 -21.489 0.433
H -1.945 6.343 -19.646 0.387
H -4.439 4.784 -16.781 0.418
H -5.909 3.608 -18.476 0.337
C -2.963 1.168 -15.412 -0.292
C -2.464 2.119 -16.273 -0.253
C -2.427 1.839 -17.624 -0.454
N -2.849 0.665 -18.127 -0.522
C -3.357 -0.241 -17.286 -0.451
C -3.407 -0.046 -15.904 -0.388
H -3.040 1.320 -14.342 0.401
H -2.195 3.119 -15.953 0.522
H -2.041 2.506 -18.383 0.477
H -3.817 -1.067 -17.815 0.561
H -3.870 -0.769 -15.248 0.382
C -0.388 7.937 -24.072 -0.354
C -0.044 7.520 -25.338 -0.329
C 0.252 6.177 -25.520 -0.225
N 0.135 5.274 -24.540 -0.558
C -0.222 5.702 -23.325 -0.191
C -0.490 7.033 -23.027 -0.147
H -0.652 8.978 -23.924 0.352
H -0.021 8.144 -26.221 0.359
H 0.716 5.775 -26.411 0.371
H -0.254 4.968 -22.529 0.436
H -0.823 7.258 -22.024 0.290
```

***

Entry 3:
A molecular structure, C17H24N7OPtS at a distorted geometry, computed with ωB97M-V/def2-TZVPD.

Its LUMO energy (alpha / beta) is 2.473 / 2.446 eV. As for the spin multiplicity: 3. The value obtained for the energy above the lowest of the compared OMol25 structures with the same formula, charge and spin is 0.151 eV. The calculation puts the orbital gap (alpha / beta) at 4.875 / 5.486 eV. For the molar mass, the calculation gives 569.572 g mol⁻¹. Its net charge is -1. As for the expectation value of S²: 2.025. The value obtained for the HOMO energy (alpha / beta) is -2.402 / -3.040 eV.

Geometry as XYZ:
```
51
Properties=species:S:1:pos:R:3:mulliken_spin:R:1
Pt 0.453 0.568 -0.213 0.799
C 5.569 -1.082 -0.086 0.019
N 4.437 -0.430 0.546 0.038
C 4.704 0.970 0.815 -0.004
C 3.188 -0.685 -0.095 0.229
N 2.512 0.164 -0.810 -0.045
N 2.697 -1.962 0.154 0.012
C 1.357 -2.302 0.198 0.040
N 1.130 -3.595 0.663 0.016
N 0.432 -1.494 -0.137 0.019
H 6.450 -0.928 0.534 -0.003
H 5.773 -0.683 -1.090 -0.010
H 5.385 -2.152 -0.170 0.001
H 5.458 1.024 1.602 0.007
H 3.793 1.449 1.170 0.007
H 5.080 1.513 -0.064 -0.003
H 3.004 1.037 -0.963 0.003
H 3.305 -2.538 0.718 0.002
H 1.800 -4.294 0.380 -0.002
H 0.165 -3.885 0.565 -0.002
H -0.530 -1.850 -0.072 -0.002
O -1.842 0.009 -0.257 -0.013
N -2.619 0.008 0.776 0.017
C -2.977 1.180 1.329 0.026
C -3.906 1.264 2.336 -0.013
C -4.509 0.092 2.792 0.012
C -4.087 -1.112 2.276 -0.005
C -3.096 -1.185 1.289 0.017
S -2.505 -2.656 0.713 0.004
H -2.472 2.033 0.898 -0.006
H -4.176 2.231 2.734 0.000
H -5.281 0.125 3.548 0.002
H -4.515 -2.046 2.613 0.000
C 0.175 3.843 2.331 0.029
C 0.902 4.402 1.145 0.095
C 1.503 5.635 1.176 -0.020
C 2.201 6.124 0.077 0.045
C 2.296 5.331 -1.060 -0.022
C 1.726 4.080 -1.134 0.113
C 1.874 3.244 -2.377 0.011
C 0.972 3.565 -0.024 -0.145
N 0.278 2.460 -0.072 0.717
H 0.077 4.582 3.126 0.000
H 0.706 2.971 2.721 0.002
H -0.813 3.501 2.025 0.000
H 1.435 6.235 2.079 0.002
H 2.661 7.103 0.109 0.004
H 2.850 5.708 -1.914 -0.001
H 1.670 3.829 -3.275 0.000
H 1.183 2.397 -2.330 0.009
H 2.895 2.860 -2.459 0.002
```

***

Entry 4:
A molecular structure, C16H28ClFeIrO at a distorted geometry, computed with ωB97M-V/def2-TZVPD.

Its LUMO energy (alpha / beta) is -0.414 / -2.188 eV. As for the spin multiplicity: 11. The calculation puts the orbital gap (alpha / beta) at 4.486 / 6.152 eV. For the molar mass, the calculation gives 519.914 g mol⁻¹. As for the expectation value of S²: 30.025. The value obtained for the HOMO energy (alpha / beta) is -4.900 / -8.340 eV.

Geometry as XYZ:
```
48
Properties=species:S:1:pos:R:3:mulliken_spin:R:1
Fe -0.768 1.603 -0.757 4.251
Cl -0.602 1.632 -3.013 0.196
C -2.298 0.200 -0.728 0.389
H -2.475 -0.171 0.292 0.013
H -1.996 -0.641 -1.372 0.004
H -3.197 0.688 -1.143 0.018
Ir 0.109 -0.703 -3.605 2.979
C 1.877 -0.021 -4.136 0.380
C -1.042 -0.540 -5.204 0.349
C 0.435 -2.510 -3.369 1.009
H -1.098 -1.540 -5.668 -0.021
H -2.056 -0.213 -4.911 0.025
H -0.606 0.180 -5.921 0.037
H 2.573 -0.873 -4.187 0.012
H 1.797 0.470 -5.122 0.034
H 2.221 0.713 -3.385 0.021
H -0.387 -3.220 -3.129 0.051
H 1.472 -2.913 -3.342 0.060
C -1.261 3.707 2.650 0.006
C -0.479 2.779 1.723 0.033
C 0.784 3.471 1.208 -0.009
C -0.171 1.434 2.350 0.086
C -0.345 1.142 3.700 -0.026
C -0.174 -0.155 4.184 0.053
C 0.152 -1.205 3.320 -0.026
C 0.357 -0.979 1.967 0.019
C 0.636 -2.103 0.979 -0.221
C 2.133 -2.402 0.893 -0.006
C -0.169 -3.369 1.284 -0.017
C 0.276 0.371 1.495 -0.046
O 0.539 0.613 0.237 0.181
H -0.676 4.031 3.519 0.002
H -2.175 3.222 3.010 0.000
H -1.568 4.608 2.105 0.000
H -1.168 2.602 0.829 -0.046
H 1.435 3.745 2.048 -0.002
H 1.357 2.818 0.539 0.001
H 0.525 4.386 0.661 0.006
H -0.624 1.941 4.386 0.000
H -0.315 -0.353 5.246 0.003
H 0.248 -2.222 3.709 -0.001
H 0.324 -1.743 -0.016 0.188
H 2.497 -2.818 1.843 -0.001
H 2.328 -3.128 0.096 0.009
H 2.681 -1.480 0.677 -0.001
H -1.235 -3.128 1.366 -0.003
H -0.037 -4.094 0.471 0.007
H 0.165 -3.832 2.223 0.003
```

***

What is the formula in the second record? C30H30N6

***

What is the formula in the second record? C30H30N6

***

Number 3 is which compound? C17H24N7OPtS

***

What did the third record say?
A molecular structure, C17H24N7OPtS at a distorted geometry, computed with ωB97M-V/def2-TZVPD.

Its LUMO energy (alpha / beta) is 2.473 / 2.446 eV. As for the spin multiplicity: 3. The value obtained for the energy above the lowest of the compared OMol25 structures with the same formula, charge and spin is 0.151 eV. The calculation puts the orbital gap (alpha / beta) at 4.875 / 5.486 eV. For the molar mass, the calculation gives 569.572 g mol⁻¹. Its net charge is -1. As for the expectation value of S²: 2.025. The value obtained for the HOMO energy (alpha / beta) is -2.402 / -3.040 eV.

Geometry as XYZ:
```
51
Properties=species:S:1:pos:R:3:mulliken_spin:R:1
Pt 0.453 0.568 -0.213 0.799
C 5.569 -1.082 -0.086 0.019
N 4.437 -0.430 0.546 0.038
C 4.704 0.970 0.815 -0.004
C 3.188 -0.685 -0.095 0.229
N 2.512 0.164 -0.810 -0.045
N 2.697 -1.962 0.154 0.012
C 1.357 -2.302 0.198 0.040
N 1.130 -3.595 0.663 0.016
N 0.432 -1.494 -0.137 0.019
H 6.450 -0.928 0.534 -0.003
H 5.773 -0.683 -1.090 -0.010
H 5.385 -2.152 -0.170 0.001
H 5.458 1.024 1.602 0.007
H 3.793 1.449 1.170 0.007
H 5.080 1.513 -0.064 -0.003
H 3.004 1.037 -0.963 0.003
H 3.305 -2.538 0.718 0.002
H 1.800 -4.294 0.380 -0.002
H 0.165 -3.885 0.565 -0.002
H -0.530 -1.850 -0.072 -0.002
O -1.842 0.009 -0.257 -0.013
N -2.619 0.008 0.776 0.017
C -2.977 1.180 1.329 0.026
C -3.906 1.264 2.336 -0.013
C -4.509 0.092 2.792 0.012
C -4.087 -1.112 2.276 -0.005
C -3.096 -1.185 1.289 0.017
S -2.505 -2.656 0.713 0.004
H -2.472 2.033 0.898 -0.006
H -4.176 2.231 2.734 0.000
H -5.281 0.125 3.548 0.002
H -4.515 -2.046 2.613 0.000
C 0.175 3.843 2.331 0.029
C 0.902 4.402 1.145 0.095
C 1.503 5.635 1.176 -0.020
C 2.201 6.124 0.077 0.045
C 2.296 5.331 -1.060 -0.022
C 1.726 4.080 -1.134 0.113
C 1.874 3.244 -2.377 0.011
C 0.972 3.565 -0.024 -0.145
N 0.278 2.460 -0.072 0.717
H 0.077 4.582 3.126 0.000
H 0.706 2.971 2.721 0.002
H -0.813 3.501 2.025 0.000
H 1.435 6.235 2.079 0.002
H 2.661 7.103 0.109 0.004
H 2.850 5.708 -1.914 -0.001
H 1.670 3.829 -3.275 0.000
H 1.183 2.397 -2.330 0.009
H 2.895 2.860 -2.459 0.002
```